Entry from the OMol25 dataset: an isolated ion of composition C6H10N and charge +1 (wB97M-V/def2-TZVPD).

```
17
C6H10N, DFT wB97M-V/def2-TZVPD
C -0.789 -0.986 0.534
C 0.630 -1.224 0.030
C -0.799 1.065 -0.742
C 0.714 0.976 -0.759
C -1.442 -1.832 1.566
C 1.796 1.789 -1.010
N -1.392 0.108 0.170
H 1.349 -0.918 0.772
H 0.998 -1.820 -0.815
H -1.245 2.022 -0.345
H -1.167 0.684 -1.711
H -2.177 -1.185 2.019
H -0.629 -2.327 2.214
H -2.115 -2.523 0.897
H 1.682 2.736 -1.532
H 2.712 1.316 -1.328
H 1.874 2.120 0.042
```

Properties
Energy, Eh: -288.90573
Charge: +1
ΔE to the lowest compared entry with this formula, charge and spin, kJ/mol: 465.3
Spin multiplicity: 1

Entry from the OMol25 dataset: a 10-piece molecular cluster, C60H124O24 overall (wB97M-V/def2-TZVPD).

```
208
C60H124O24, DFT wB97M-V/def2-TZVPD
C 6.591 -1.538 -2.947
C 6.332 -2.024 -1.631
C 5.065 -2.242 -1.177
C 4.018 -1.962 -2.022
C 4.293 -1.618 -3.348
C 5.553 -1.358 -3.829
H 7.607 -1.320 -3.243
H 7.167 -2.288 -0.999
H 4.985 -2.643 -0.178
H 3.019 -2.080 -1.631
H 3.465 -1.332 -3.979
H 5.750 -0.976 -4.820
C 0.963 -1.405 0.606
C 0.081 -1.756 1.573
C -0.867 -0.849 1.924
C -1.032 0.374 1.366
C -0.148 0.707 0.339
C 0.896 -0.160 -0.014
H 1.827 -1.995 0.335
H 0.339 -2.613 2.178
H -1.521 -1.185 2.714
H -1.790 1.092 1.643
H -0.235 1.611 -0.246
H 1.576 0.112 -0.808
C 1.463 -0.093 4.349
O 1.632 -0.511 5.665
C 2.624 -1.559 5.903
C 2.596 -1.904 7.372
O 3.443 -0.959 8.096
C 2.956 0.385 8.095
C 3.828 1.280 8.960
O 5.166 1.264 8.486
C 5.915 2.308 9.066
H 0.433 0.154 4.091
H 1.773 -0.902 3.688
H 2.098 0.765 4.128
H 3.590 -1.103 5.685
H 2.405 -2.421 5.273
H 3.033 -2.882 7.575
H 1.550 -2.028 7.651
H 1.969 0.372 8.557
H 2.998 0.803 7.089
H 3.741 0.909 9.982
H 3.251 2.204 8.933
H 5.463 3.263 8.800
H 6.925 2.273 8.656
H 6.082 2.253 10.142
C 3.233 -4.091 -6.316
O 3.562 -2.707 -6.420
C 2.601 -2.060 -7.196
C 2.981 -0.565 -7.315
O 3.017 0.080 -6.083
C 3.291 1.494 -6.136
C 3.374 2.003 -4.662
O 2.094 2.029 -4.022
C 2.221 2.307 -2.615
H 3.811 -4.627 -5.563
H 3.424 -4.546 -7.288
H 2.226 -4.375 -6.012
H 1.573 -2.290 -6.917
H 2.576 -2.521 -8.183
H 2.220 -0.146 -7.974
H 3.924 -0.384 -7.831
H 2.498 2.030 -6.656
H 4.215 1.576 -6.707
H 3.828 2.988 -4.778
H 3.940 1.257 -4.104
H 2.867 1.590 -2.108
H 1.244 2.307 -2.131
H 2.668 3.285 -2.443
C 4.958 0.824 1.818
O 4.415 2.137 1.514
C 3.051 2.218 1.165
C 2.717 3.662 0.757
O 1.419 3.736 0.307
C 1.025 5.066 0.045
C -0.493 5.062 -0.330
O -0.880 4.142 -1.337
C -0.525 4.557 -2.654
H 4.469 0.418 2.703
H 6.039 0.823 1.960
H 4.709 0.183 0.972
H 2.339 1.877 1.917
H 2.966 1.566 0.296
H 3.220 4.112 -0.099
H 2.972 4.349 1.565
H 1.503 5.422 -0.867
H 1.171 5.816 0.822
H -0.788 6.079 -0.591
H -1.013 4.810 0.594
H -0.971 3.888 -3.391
H 0.558 4.447 -2.716
H -0.815 5.559 -2.970
C 1.536 -8.612 0.065
O 0.731 -7.776 -0.777
C -0.562 -7.411 -0.226
C -1.242 -6.532 -1.288
O -0.644 -5.243 -1.461
C -1.068 -4.547 -2.661
C -0.382 -3.138 -2.588
O -0.715 -2.350 -3.664
C -0.195 -1.028 -3.696
H 2.018 -7.962 0.796
H 2.253 -9.156 -0.549
H 0.968 -9.324 0.664
H -0.555 -6.842 0.704
H -1.141 -8.319 -0.055
H -2.301 -6.430 -1.050
H -1.264 -7.065 -2.238
H -2.151 -4.476 -2.566
H -0.730 -4.947 -3.617
H 0.698 -3.282 -2.565
H -0.770 -2.630 -1.705
H -0.556 -0.459 -4.553
H 0.876 -1.118 -3.880
H -0.194 -0.457 -2.767
C -4.102 3.648 0.773
O -5.029 4.438 0.037
C -4.412 5.135 -1.055
C -3.913 4.294 -2.364
O -5.095 3.721 -2.989
C -5.639 2.604 -2.362
C -7.133 2.366 -2.883
O -8.206 3.303 -2.581
C -8.105 4.494 -3.399
H -4.672 3.073 1.502
H -3.387 4.339 1.220
H -3.524 2.991 0.123
H -3.553 5.680 -0.662
H -5.175 5.861 -1.335
H -3.191 3.538 -2.055
H -3.409 5.072 -2.937
H -5.635 2.499 -1.277
H -5.126 1.724 -2.749
H -7.470 1.408 -2.487
H -7.069 2.222 -3.962
H -7.103 4.910 -3.300
H -8.787 5.245 -2.999
H -8.259 4.347 -4.468
C -7.555 1.631 5.238
O -6.142 1.482 5.071
C -5.712 2.084 3.875
C -4.259 1.717 3.626
O -3.456 2.850 3.598
C -3.278 3.458 4.884
C -2.225 4.493 4.926
O -0.881 4.124 4.687
C -0.602 3.458 3.464
H -8.033 1.093 4.419
H -8.071 2.592 5.256
H -7.891 1.191 6.177
H -5.871 3.163 3.888
H -6.296 1.673 3.051
H -4.158 1.175 2.687
H -3.788 0.983 4.279
H -3.009 2.745 5.664
H -4.210 3.946 5.171
H -2.344 5.038 5.862
H -2.398 5.207 4.120
H -0.997 2.445 3.392
H 0.482 3.465 3.354
H -1.011 4.086 2.672
C 2.029 -4.765 0.853
O 3.158 -4.036 1.214
C 3.547 -4.038 2.561
C 4.619 -3.070 2.840
O 5.244 -3.175 4.128
C 6.012 -2.058 4.604
C 7.287 -1.813 3.784
O 7.098 -1.362 2.467
C 8.216 -0.801 1.738
H 1.183 -4.569 1.512
H 2.366 -5.801 0.895
H 1.763 -4.480 -0.165
H 3.943 -5.004 2.874
H 2.789 -3.835 3.317
H 4.167 -2.084 2.738
H 5.416 -3.102 2.098
H 6.198 -2.189 5.670
H 5.422 -1.147 4.500
H 7.982 -2.651 3.742
H 7.755 -0.986 4.317
H 9.036 -1.515 1.661
H 8.521 0.138 2.199
H 7.782 -0.522 0.777
C -9.570 -0.159 -5.156
O -8.469 -1.083 -5.007
C -7.812 -1.323 -6.260
C -6.439 -2.064 -6.124
O -5.446 -1.339 -5.399
C -5.758 -1.269 -4.014
C -4.440 -0.888 -3.290
O -4.663 -0.579 -1.907
C -3.512 -0.126 -1.220
H -10.235 -0.171 -4.292
H -10.256 -0.420 -5.962
H -9.358 0.910 -5.164
H -7.742 -0.398 -6.832
H -8.533 -1.936 -6.801
H -6.009 -2.354 -7.083
H -6.547 -3.051 -5.675
H -6.151 -2.193 -3.589
H -6.511 -0.493 -3.876
H -3.982 -0.029 -3.782
H -3.803 -1.772 -3.311
H -2.710 -0.841 -1.402
H -3.659 -0.102 -0.140
H -3.132 0.827 -1.588
```

Properties
Energy, Eh: -4165.65232
Charge: 0
Structure (SMILES): COCCOCCOC.COCCOCCOC.COCCOCCOC.COCCOCCOC.COCCOCCOC.COCCOCCOC.COCCOCCOC.COCCOCCOC.c1ccccc1.c1ccccc1
Spin multiplicity: 1

Entry from the OMol25 dataset: C32H45Cl2N2PSc as an isolated structure (wB97M-V/def2-TZVPD).

```
83
C32H45Cl2N2PSc, DFT wB97M-V/def2-TZVPD
P -0.225 0.745 -1.244
C -1.860 0.143 -1.865
C -2.380 0.916 -3.079
C -3.827 0.486 -3.350
C -3.972 -1.037 -3.479
C -3.350 -1.820 -2.316
C -1.908 -1.388 -2.029
C 1.165 0.027 -2.192
C 1.062 0.347 -3.675
C 2.390 -0.041 -4.336
C 2.778 -1.501 -4.053
C 2.715 -1.894 -2.568
C 1.397 -1.471 -1.911
C -0.175 2.600 -1.334
C -1.312 3.158 -0.464
C -1.254 4.685 -0.406
C 0.114 5.232 0.029
C 1.265 4.614 -0.777
C 1.193 3.084 -0.829
H -2.508 0.379 -0.993
H -1.744 0.716 -3.954
H -2.332 1.999 -2.891
H -4.168 0.965 -4.273
H -4.468 0.853 -2.536
H -5.032 -1.297 -3.576
H -3.486 -1.351 -4.412
H -3.950 -1.682 -1.406
H -3.361 -2.887 -2.558
H -1.539 -1.885 -1.114
H -1.263 -1.705 -2.863
H 2.046 0.553 -1.776
H 3.178 0.630 -3.963
H 0.854 1.416 -3.822
H 0.227 -0.215 -4.121
H 2.307 0.118 -5.415
H 3.786 -1.690 -4.444
H 2.096 -2.154 -4.615
H 2.844 -2.981 -2.474
H 3.545 -1.419 -2.022
H 1.437 -1.663 -0.829
H 0.574 -2.080 -2.308
H -0.325 2.906 -2.387
H -2.293 2.846 -0.850
H -1.226 2.713 0.541
H -1.470 5.067 -1.412
H -2.039 5.049 0.264
H 0.271 5.045 1.101
H 0.121 6.320 -0.109
H 2.230 4.909 -0.350
H 1.224 4.999 -1.804
H 2.005 2.700 -1.466
H 1.349 2.655 0.174
Sc -0.119 -0.454 2.250
Cl 1.920 0.344 1.342
Cl -2.173 0.636 1.858
C -0.509 -2.329 1.332
H -1.560 -2.566 1.062
C 0.292 -3.494 1.272
C 1.739 -3.464 1.364
C 2.476 -4.648 1.366
C 1.834 -5.897 1.288
C 0.434 -5.951 1.181
C -0.324 -4.791 1.156
H 2.220 -2.478 1.425
H 3.571 -4.587 1.427
H -0.052 -6.931 1.112
H -1.409 -4.836 1.060
H 2.434 -6.805 1.313
N 1.334 -1.029 6.189
C 1.030 -1.466 4.945
N 0.292 -0.524 4.321
C 0.122 0.556 5.206
C -0.485 1.799 5.002
C -0.441 2.712 6.062
C 0.186 2.387 7.288
C 0.817 1.143 7.460
C 0.768 0.246 6.392
H 1.907 -1.530 6.861
H 1.362 -2.420 4.536
H -0.950 1.989 4.035
H -0.900 3.691 5.951
H 0.168 3.117 8.096
H 1.309 0.866 8.388
```

Properties
Energy, Eh: -3378.52335
Charge: -1
ΔE to the lowest compared entry with this formula, charge and spin, kJ/mol: 90.2
Spin multiplicity: 1

Entry from the OMol25 dataset: C23H17N5NaO2 as an isolated structure (wB97M-V/def2-TZVPD).

```
48
C23H17N5NaO2, DFT wB97M-V/def2-TZVPD
Na -0.029 0.104 0.077
O 0.882 0.789 -3.977
C 0.529 0.820 -2.779
N -0.231 0.037 -2.053
C -0.776 -1.189 -2.489
C -0.791 -1.615 -3.819
C -1.345 -2.842 -4.185
C -1.876 -3.679 -3.220
C -1.856 -3.295 -1.879
C -1.327 -2.065 -1.481
N -1.276 -1.625 -0.140
C -1.440 -2.398 0.907
O -1.748 -3.603 1.031
C -1.163 -1.656 2.251
C -1.490 -2.317 3.430
C -1.245 -1.700 4.641
C -0.657 -0.443 4.655
C -0.346 0.137 3.438
N -0.593 -0.438 2.257
C 1.115 2.015 -1.962
C 1.817 2.990 -2.663
C 2.368 4.054 -1.976
C 2.224 4.119 -0.597
C 1.521 3.103 0.026
N 0.972 2.073 -0.626
H -0.352 -0.959 -4.556
H -1.351 -3.131 -5.231
H -2.303 -4.638 -3.494
H -2.239 -3.946 -1.107
H -1.917 -3.306 3.338
H -1.503 -2.198 5.569
H -0.442 0.077 5.579
H 0.127 1.115 3.408
H 1.905 2.857 -3.732
H 2.912 4.825 -2.510
H 2.644 4.929 -0.015
H 1.389 3.116 1.105
C 4.381 -2.695 0.059
C 3.152 -3.151 -0.385
C 2.051 -2.315 -0.275
N 2.125 -1.086 0.243
C 3.315 -0.654 0.663
C 4.469 -1.419 0.594
H 5.260 -3.324 -0.015
H 3.031 -4.135 -0.818
H 1.069 -2.632 -0.614
H 3.347 0.355 1.064
H 5.409 -1.014 0.946
```

Properties
Energy, Eh: -1473.38059
Charge: -1
ΔE to the lowest compared entry with this formula, charge and spin, kJ/mol: 0.0
Spin multiplicity: 1

Entry from the OMol25 dataset: a 3-piece molecular cluster, C4H13NO2 overall (wB97M-V/def2-TZVPD).

```
20
C4H13NO2, DFT wB97M-V/def2-TZVPD
C 0.327 0.877 0.733
N 1.200 -0.089 1.337
C 0.469 1.307 -2.855
O -0.019 0.699 -1.713
C -0.949 -0.032 0.510
C -0.638 -1.405 -0.114
H 0.722 1.268 -0.213
H -0.050 1.707 1.341
H 1.910 0.249 2.013
H 0.862 2.317 -2.663
H -0.253 1.422 -3.669
H 1.340 0.723 -3.264
H -1.516 -0.220 1.425
H -1.580 0.572 -0.122
H -0.243 -2.138 0.624
H 0.058 -1.119 -0.896
H -1.549 -1.802 -0.538
H 0.684 -0.890 1.785
H -0.359 -1.824 3.589
O -0.416 -1.620 2.693
```

Properties
Energy, Eh: -365.11151
Charge: 0
ΔE to the lowest compared entry with this formula, charge and spin, kJ/mol: 869.0
Spin multiplicity: 1

Entry from the OMol25 dataset: C35H37N2RhS as an isolated structure (wB97M-V/def2-TZVPD).

```
76
C35H37N2RhS, DFT wB97M-V/def2-TZVPD
Rh 0.768 0.735 1.008
C 5.171 0.544 -5.100
C 3.981 0.448 -4.143
C 3.164 -0.799 -4.518
C 3.106 1.696 -4.332
C 4.415 0.323 -2.680
C 5.752 0.133 -2.308
C 6.105 -0.067 -0.978
C 5.112 -0.084 -0.014
S 5.209 -0.390 1.698
C 3.442 -0.211 1.811
N 2.870 0.065 0.672
C 3.770 0.133 -0.362
C 3.436 0.336 -1.692
C 2.664 -0.386 2.980
C 3.198 -0.844 4.201
C 2.365 -1.090 5.263
C 0.974 -0.868 5.111
C 0.464 -0.388 3.928
C 1.270 -0.106 2.789
H 4.807 0.705 -6.118
H 5.764 -0.375 -5.096
H 5.827 1.379 -4.837
H 2.851 -0.753 -5.568
H 2.272 -0.880 -3.894
H 3.761 -1.704 -4.370
H 2.842 1.813 -5.388
H 3.639 2.594 -4.005
H 2.181 1.631 -3.757
H 6.540 0.129 -3.049
H 7.146 -0.211 -0.709
H 2.384 0.495 -1.911
H 4.269 -1.021 4.297
H 2.768 -1.454 6.200
H 0.305 -1.074 5.941
H -0.605 -0.217 3.866
C -2.860 1.246 1.056
C -2.598 2.471 0.235
C -3.630 3.357 -0.031
C -3.463 4.523 -0.784
C -2.173 4.817 -1.242
C -1.098 3.988 -0.982
C 0.285 4.336 -1.447
C -1.244 2.746 -0.238
N -0.196 1.949 -0.090
H -3.740 1.401 1.693
H -1.998 1.094 1.702
H -2.055 -0.131 -0.336
H -4.620 3.131 0.370
H -4.298 5.189 -0.983
H -2.002 5.729 -1.816
H 0.340 5.382 -1.769
H 0.604 3.697 -2.283
H 1.004 4.157 -0.641
C -3.932 0.449 -2.008
C -4.180 -0.270 -0.678
C -4.290 -1.776 -0.980
C -2.967 -0.059 0.261
C -5.490 0.154 -0.025
C -6.410 1.001 -0.638
C -7.610 1.342 -0.021
C -7.915 0.845 1.230
C -7.006 -0.005 1.856
C -5.818 -0.344 1.232
H -2.990 0.091 -2.430
H -3.843 1.529 -1.871
H -4.728 0.238 -2.734
H -3.376 -2.125 -1.468
H -5.140 -1.975 -1.642
H -4.431 -2.355 -0.063
H -2.927 -0.890 0.977
H -6.187 1.428 -1.608
H -8.298 2.013 -0.522
H -8.842 1.118 1.720
H -7.221 -0.392 2.844
H -5.120 -0.999 1.742
```

Properties
Energy, Eh: -1974.08568
Charge: -2
ΔE to the lowest compared entry with this formula, charge and spin, kJ/mol: 0.0
Spin multiplicity: 1